Here is 2 unconnected molecules or ions with the total composition C8H11NO3 from OMol25. Energies are from the ωB97M-V functional and the def2-TZVPD basis.

Last column: natural (NBO) charge in e.
CARTESIAN COORDINATES (ANGSTROEM)
1 C 3.61798 0.50896 -0.45759  -0.647
2 C 2.31048 -0.17092 -0.01029  -0.125
3 C 1.11360 0.36284 -0.10992  -0.252
4 C -0.08387 -0.40322 0.23249  -0.176
5 C -1.31660 -0.16192 -0.14592  -0.048
6 C -2.50559 -1.07028 0.16464  -0.623
7 C -1.67081 0.93433 -1.04127  -0.003
8 N -0.86659 1.74769 -1.64958  -0.142
9 O -1.45421 2.83609 -2.26046  -0.547
10 H 3.35167 1.60211 -0.62377  0.209
11 H 3.96472 0.18473 -1.37644  0.217
12 H 4.52461 0.35136 0.13678  0.220
13 H 2.43966 -1.18660 0.43726  0.187
14 H 0.98630 1.28139 -0.51760  0.226
15 H -0.11035 -1.31927 0.78137  0.201
16 H -2.32844 -1.89062 -0.44142  0.230
17 H -3.37662 -0.38023 -0.12743  0.209
18 H -2.38614 -1.27316 1.18202  0.220
19 H -2.76359 1.05906 -1.12594  0.164
20 H -0.63184 3.42110 -2.37138  0.481
21 O -0.52403 -2.98443 -2.08873  -0.533
22 C 0.06226 -2.21229 -2.70948  1.028
23 O 0.59752 -1.48913 -3.39737  -0.494

Results
SMILES: C/C=C/C=C(C)\C=N\O.O=C=O
LUMO: 0.432 eV
Energy relative to the best compared isomer or geometry (same formula, charge and spin): 75.12 kcal/mol
Charge: 0
Frontier orbital gap: 8.701 eV

=====

Here is a molecular structure, C48H40Cl3N5O5OsPSe from OMol25. Energies are from the ωB97M-V functional and the def2-TZVPD basis.

Last column: Löwdin spin population.
CARTESIAN COORDINATES (ANGSTROEM)
1 Os -0.18160 0.22000 -0.56996  2.189
2 O -0.18410 2.80897 2.31148  -0.001
3 C -0.37691 2.63520 1.13274  0.017
4 O 0.41326 1.91015 0.36079  0.105
5 C -1.49270 3.37265 0.42438  0.008
6 C -2.16485 4.34445 1.16100  0.001
7 C -3.09270 5.17621 0.56064  0.001
8 C -3.34837 5.05625 -0.79861  0.001
9 C -2.71419 4.06982 -1.53226  0.001
10 C -1.80377 3.20237 -0.92752  0.008
11 P -1.01548 1.94851 -1.99688  0.106
12 C 0.07396 3.04315 -2.96585  0.032
13 C 0.07393 3.15170 -4.35252  0.011
14 C 0.96436 4.01450 -4.97714  0.000
15 C 1.84925 4.77599 -4.23164  0.009
16 C 1.85347 4.67091 -2.84617  -0.001
17 C 0.97973 3.80148 -2.21767  0.010
18 C -2.35902 1.25702 -3.00696  0.008
19 C -2.08352 0.59021 -4.20083  0.003
20 C -3.08120 -0.11434 -4.85684  0.001
21 C -4.35748 -0.18470 -4.31753  0.004
22 C -4.63230 0.45268 -3.11612  0.001
23 C -3.63807 1.15892 -2.45677  0.005
24 H -1.91714 4.44057 2.20908  0.000
25 H -3.60259 5.92996 1.14527  0.000
26 H -4.03411 5.73480 -1.28852  0.000
27 H -2.91872 3.96745 -2.59172  0.000
28 H -0.63273 2.59547 -4.95179  0.001
29 H 0.95895 4.09328 -6.05636  0.000
30 H 2.52937 5.45838 -4.72335  0.001
31 H 2.53546 5.26713 -2.25471  0.000
32 H 0.99385 3.71171 -1.13914  0.000
33 H -1.08510 0.61397 -4.61717  0.000
34 H -2.85806 -0.62110 -5.78799  0.000
35 H -5.13516 -0.73539 -4.83038  0.000
36 H -5.62238 0.39610 -2.68331  0.000
37 H -3.85371 1.64101 -1.51214  0.000
38 C 3.94062 2.46572 4.31433  0.000
39 N 4.34310 1.10658 4.03514  0.001
40 C 3.89914 0.35386 3.00448  0.002
41 Se 2.66910 0.85046 1.72048  0.011
42 N 4.51206 -0.85252 3.09645  0.001
43 C 5.36175 -0.88046 4.19237  0.000
44 C 6.19639 -1.85843 4.70743  0.000
45 C 6.91276 -1.53648 5.84924  0.000
46 C 6.79782 -0.28442 6.45185  0.000
47 C 5.96481 0.69594 5.93641  0.000
48 C 5.24987 0.37569 4.79331  0.000
49 H 3.07170 2.70635 3.70598  0.000
50 H 4.75247 3.15560 4.07924  0.000
51 H 3.68321 2.55748 5.36918  0.000
52 H 4.35952 -1.59751 2.44232  0.000
53 H 6.28070 -2.82841 4.23674  0.000
54 H 7.57307 -2.27244 6.28660  0.000
55 H 7.37307 -0.07223 7.34223  0.000
56 H 5.87686 1.66410 6.40907  0.000
57 Cl -0.34634 -3.70482 -0.09705  0.021
58 C -0.70544 -0.82590 1.16328  0.136
59 H 0.14415 -1.45908 1.44955  0.030
60 H -1.02788 -0.22614 2.01236  0.013
61 Cl -4.09222 -4.11184 -5.23777  0.011
62 C -2.56425 -3.48479 -5.74789  0.050
63 C -2.34735 -3.31528 -7.10169  -0.007
64 C -1.18699 -2.70184 -7.54688  0.058
65 C -0.26331 -2.20485 -6.64000  -0.007
66 C -0.47919 -2.37733 -5.28970  0.049
67 Cl 0.66338 -1.74453 -4.15753  0.016
68 C -1.60625 -3.06206 -4.79770  0.016
69 N -1.78118 -3.21167 -3.43292  0.288
70 C -2.24849 -4.33621 -2.81495  0.095
71 C -2.08568 -5.59739 -3.42286  0.099
72 C -2.55413 -6.72678 -2.80456  0.008
73 C -3.21267 -6.62783 -1.57744  0.169
74 C -3.33977 -5.39337 -0.94860  -0.008
75 C -2.84257 -4.24345 -1.52781  0.122
76 C -2.95403 -2.92919 -0.81247  0.011
77 C -1.63252 -2.26016 -0.40212  0.018
78 O -1.82322 -1.65077 0.79348  0.024
79 O -1.08523 -1.46567 -1.32888  0.075
80 H -3.10118 -3.64097 -7.80389  -0.001
81 H -1.01032 -2.59235 -8.60747  0.003
82 H 0.62521 -1.69178 -6.97851  -0.001
83 H -1.37576 -2.47029 -2.82010  0.005
84 H -1.56039 -5.66140 -4.36678  0.002
85 H -2.39780 -7.69282 -3.26345  -0.002
86 H -3.60529 -7.51592 -1.10165  0.008
87 H -3.83664 -5.33161 0.00996  -0.003
88 H -3.51608 -3.05826 0.10925  0.000
89 H -3.46737 -2.19986 -1.44655  0.003
90 N 2.75392 -4.34128 -1.72123  0.000
91 C 3.72830 -3.48965 -2.11790  0.000
92 O 4.80277 -3.86275 -2.54507  0.000
93 C 3.40650 -2.02322 -2.03272  0.003
94 C 4.21538 -1.12097 -2.71554  0.005
95 C 3.89011 0.22424 -2.70480  0.003
96 C 2.75897 0.62972 -2.01610  0.017
97 N 2.00910 -0.22870 -1.32761  0.111
98 C 2.33569 -1.52096 -1.31309  0.019
99 H 2.93594 -5.32650 -1.81376  0.000
100 H 1.84036 -4.05796 -1.40764  0.000
101 H 5.08457 -1.49464 -3.24029  0.000
102 H 4.49992 0.95253 -3.21965  0.000
103 H 2.44390 1.66512 -1.99636  0.002
104 H 1.71944 -2.15101 -0.68370  0.003

Results
Spin multiplicity: 5
LUMO (alpha / beta): -2.424 / -6.008 eV
Energy relative to the best compared isomer or geometry (same formula, charge and spin): 4.95 kcal/mol
⟨S²⟩: 6.045
Charge: +1
Frontier orbital gap (alpha / beta): 6.400 / 2.812 eV

=====

Here is 5 unconnected molecules or ions with the total composition C39H83BNO14P2S4 from OMol25. Energies are from the ωB97M-V functional and the def2-TZVPD basis.

Last column: Löwdin charge in e.
CARTESIAN COORDINATES (ANGSTROEM)
1 C 8.20065 0.00267 1.89273  -0.073
2 C 6.75451 0.44696 1.84457  -0.268
3 O 6.71814 1.76486 1.30427  -0.144
4 C 5.39932 2.25378 1.10848  -0.236
5 C 5.23321 2.43728 -0.39321  -0.127
6 C 3.92979 2.97733 -1.03056  -0.257
7 C 3.79593 4.54587 -1.15377  -0.220
8 C 4.83091 5.32928 -0.31854  -0.087
9 C 6.09588 5.88826 -1.01061  -0.380
10 C 6.66488 5.06056 -2.17316  -0.025
11 O 5.91795 7.24757 -1.39435  -0.040
12 C 2.37167 5.08993 -0.89798  -0.151
13 B 2.04752 6.52362 -1.54714  -0.423
14 O 0.83341 7.08677 -1.16906  0.143
15 C 2.96440 7.34581 -2.51130  -0.135
16 C 2.12791 8.27839 -3.42395  -0.094
17 C 1.25020 4.20347 -1.46279  -0.089
18 N 1.59616 2.75400 -1.65827  -0.066
19 C 0.32975 1.96049 -1.83903  -0.152
20 C 0.29641 1.19285 -3.15979  -0.172
21 C -0.88077 0.20865 -3.11908  -0.174
22 C -0.56115 -0.98664 -2.22347  -0.223
23 C 0.45952 -1.97563 -2.79460  -0.171
24 C 1.03304 -2.95394 -1.72601  -0.151
25 C 0.30677 -2.95171 -0.39191  -0.229
26 O 0.75024 -1.83536 0.36605  -0.224
27 C -0.26100 -1.25899 1.18479  -0.092
28 C 2.61074 2.25437 -0.61348  -0.489
29 P 2.93888 0.41638 -0.93010  0.765
30 O 3.82091 -0.21346 0.07049  -0.388
31 P 2.11246 2.30426 1.23388  0.982
32 C 0.34668 2.76211 1.33869  -0.248
33 O 2.77707 3.65572 1.90219  -0.274
34 H 8.76035 0.59130 2.61867  0.076
35 H 8.26168 -1.04558 2.18251  0.077
36 H 8.67927 0.12098 0.92120  0.077
37 H 6.17950 -0.24320 1.22311  0.109
38 H 6.35941 0.46744 2.86482  0.126
39 H 5.31045 3.16539 1.70342  0.111
40 H 4.70105 1.52450 1.52250  0.082
41 H 6.05408 3.06561 -0.73324  0.104
42 H 5.44452 1.46156 -0.83280  0.112
43 H 4.05296 2.65659 -2.07706  0.118
44 H 3.98170 4.80421 -2.19906  0.122
45 H 5.16434 4.77871 0.55968  0.099
46 H 4.32810 6.21060 0.09058  0.132
47 H 6.87054 5.93212 -0.24555  0.143
48 H 6.99300 5.71761 -2.97816  0.088
49 H 5.97378 4.33309 -2.59792  0.067
50 H 7.54929 4.51384 -1.84908  0.088
51 H 5.69453 7.29102 -2.32758  0.069
52 H 2.19232 5.21939 0.17352  0.133
53 H 0.04785 6.73185 -1.59091  0.112
54 H 3.56066 8.00041 -1.86640  0.119
55 H 3.61084 6.72814 -3.13776  0.098
56 H 2.75237 8.72965 -4.19033  0.075
57 H 1.30535 7.73116 -3.88573  0.071
58 H 1.68800 9.06348 -2.81446  0.078
59 H 0.34993 4.31254 -0.87235  0.111
60 H 0.99997 4.56058 -2.47008  0.147
61 H 2.04400 2.71172 -2.57668  0.162
62 H 0.16388 1.26218 -1.02689  0.088
63 H -0.52088 2.63878 -1.84852  0.137
64 H 0.21402 1.86688 -4.01607  0.124
65 H 1.20701 0.60101 -3.29089  0.086
66 H -1.12278 -0.14438 -4.12232  0.122
67 H -1.77075 0.70170 -2.71693  0.112
68 H -1.49295 -1.53310 -2.07828  0.089
69 H -0.28846 -0.64826 -1.22931  0.065
70 H -0.00594 -2.54013 -3.60328  0.113
71 H 1.30286 -1.43428 -3.23424  0.088
72 H 2.08073 -2.70361 -1.55127  0.106
73 H 1.02305 -3.97172 -2.11809  0.111
74 H -0.78007 -2.97107 -0.50473  0.115
75 H 0.57024 -3.86875 0.14839  0.128
76 H -0.31710 -1.75273 2.15058  0.069
77 H -1.23990 -1.28783 0.69626  0.090
78 H -0.00734 -0.21329 1.37974  0.065
79 H 3.55590 0.47485 -2.20313  0.050
80 H 1.70261 -0.24596 -0.97904  0.021
81 H 0.13511 3.79654 1.06836  0.046
82 H 0.14339 2.66827 2.40791  0.007
83 H -0.30455 2.04249 0.84958  0.032
84 H 3.44220 4.08527 1.35349  0.014
85 C -4.50736 0.93546 4.36430  -0.212
86 C -3.83032 1.30794 5.69082  -0.203
87 C -2.40132 0.75216 5.64733  -0.205
88 S -1.93529 0.70460 3.91344  0.700
89 O -1.75973 -0.66137 3.50532  -0.324
90 O -0.90787 1.69307 3.65701  -0.350
91 C -3.50454 1.28715 3.27186  -0.220
92 H -5.44767 1.46659 4.22584  0.117
93 H -4.71803 -0.13555 4.34201  0.123
94 H -3.80315 2.39467 5.79361  0.116
95 H -4.37498 0.91227 6.54630  0.116
96 H -1.69087 1.37986 6.17948  0.105
97 H -2.35035 -0.26873 6.02029  0.084
98 H -3.70406 0.79975 2.31891  0.104
99 H -3.42600 2.36627 3.13620  0.107
100 C -5.87541 -1.35044 -3.66052  -0.214
101 C -6.78618 -2.43202 -3.06481  -0.202
102 C -6.07482 -2.99779 -1.83188  -0.215
103 S -5.03511 -1.67931 -1.19695  0.666
104 O -3.64841 -2.06943 -1.32931  -0.339
105 O -5.54071 -1.20789 0.06721  -0.324
106 C -5.41964 -0.49219 -2.48378  -0.229
107 H -6.39113 -0.75450 -4.41154  0.117
108 H -5.00958 -1.81679 -4.13652  0.118
109 H -7.73759 -1.98581 -2.76989  0.121
110 H -7.00256 -3.22317 -3.78018  0.110
111 H -6.77064 -3.29777 -1.05279  0.108
112 H -5.42863 -3.83397 -2.09267  0.087
113 H -4.53718 0.10902 -2.69251  0.094
114 H -6.22568 0.14042 -2.11335  0.109
115 C -3.50869 -6.97762 -2.96489  -0.221
116 C -4.04974 -7.96298 -1.91957  -0.211
117 C -5.58054 -7.87079 -1.95152  -0.216
118 S -6.01821 -7.37358 -3.62631  0.664
119 O -6.62034 -6.06192 -3.57790  -0.332
120 O -6.67297 -8.45817 -4.30430  -0.310
121 C -4.33734 -7.20855 -4.22447  -0.228
122 H -2.44731 -7.12976 -3.15438  0.115
123 H -3.64374 -5.95187 -2.61209  0.109
124 H -3.73589 -8.97578 -2.17753  0.118
125 H -3.66660 -7.74570 -0.92378  0.113
126 H -6.06189 -8.82143 -1.73806  0.104
127 H -5.95596 -7.10620 -1.27393  0.101
128 H -4.29146 -6.39026 -4.93911  0.106
129 H -4.07188 -8.14647 -4.71096  0.110
130 C -1.69148 -6.17631 5.52494  -0.220
131 C -1.58180 -5.54152 6.91776  -0.211
132 C -0.88640 -4.18494 6.74850  -0.213
133 S -1.28206 -3.62149 5.08324  0.672
134 O -0.06777 -3.57388 4.30867  -0.310
135 O -2.16085 -2.48300 5.13786  -0.340
136 C -2.20956 -5.07729 4.60334  -0.227
137 H -2.35416 -7.04028 5.52462  0.115
138 H -0.70597 -6.50712 5.19066  0.120
139 H -2.58135 -5.39557 7.33153  0.117
140 H -1.03191 -6.17772 7.60904  0.115
141 H -1.24186 -3.44261 7.45845  0.101
142 H 0.19622 -4.27202 6.81547  0.105
143 H -2.04236 -5.27337 3.54689  0.106
144 H -3.26343 -4.86727 4.78443  0.108

Results
LUMO: -2.355 eV
Charge: +1
Frontier orbital gap: 8.527 eV